Record 1
ORCA calculation (the ωB97M-V functional and the def2-TZVPD basis) on a molecular structure, C21H25BN12O3STi.

```
64
Properties=species:S:1:pos:R:3:forces:R:3:lowdin_charge:R:1
Ti 0.000 0.575 0.214 -0.015 0.015 0.105 1.18
C -1.387 -2.253 -2.691 -0.033 0.000 -0.025 0.00
C -1.629 -1.352 -1.663 0.012 0.002 0.030 -0.09
N -0.467 -0.916 -1.164 0.007 -0.053 -0.046 -0.08
N 0.527 -1.532 -1.845 0.016 -0.002 -0.003 0.04
C -0.007 -2.340 -2.770 0.027 -0.011 0.011 -0.01
B 2.038 -1.324 -1.496 -0.056 -0.075 -0.004 -0.64
N 2.386 0.170 -1.737 0.033 0.057 -0.027 0.05
C 3.390 0.783 -2.375 0.015 -0.027 0.011 -0.01
C 3.342 2.136 -2.080 -0.020 0.033 0.024 -0.01
C 2.251 2.274 -1.236 0.005 -0.003 -0.018 -0.11
N 1.673 1.083 -1.030 -0.028 -0.011 -0.023 -0.06
N 2.200 -1.534 0.035 -0.008 0.017 0.003 0.04
C 3.157 -2.152 0.739 0.005 -0.005 0.002 -0.02
C 2.985 -1.862 2.081 -0.016 0.008 0.000 0.00
C 1.887 -1.017 2.119 -0.018 -0.023 0.008 -0.08
N 1.415 -0.820 0.881 0.011 0.002 0.001 -0.05
N 2.860 -2.276 -2.300 0.005 0.015 -0.003 -0.03
C 3.001 -3.623 -2.130 -0.008 0.000 0.016 -0.09
C 3.531 -4.137 -3.280 0.008 0.003 -0.014 -0.04
C 3.666 -3.021 -4.132 0.003 -0.016 -0.004 -0.13
N 3.249 -1.913 -3.553 0.001 0.008 0.013 0.07
H -2.110 -2.781 -3.287 0.000 0.000 0.001 0.11
H -2.560 -0.995 -1.252 0.001 -0.005 0.000 0.13
H 0.626 -2.929 -3.416 0.002 0.004 -0.002 0.14
H 4.055 0.215 -3.003 -0.003 -0.005 0.002 0.12
H 4.014 2.903 -2.423 -0.001 -0.001 -0.007 0.11
H 1.860 3.161 -0.761 0.002 0.005 0.000 0.13
H 3.906 -2.749 0.247 0.000 0.006 0.007 0.13
H 3.580 -2.210 2.906 0.004 0.000 -0.002 0.12
H 1.418 -0.528 2.956 -0.001 0.006 -0.002 0.12
H 2.703 -4.115 -1.218 -0.004 0.000 -0.006 0.13
H 3.793 -5.161 -3.480 -0.001 -0.001 0.001 0.11
H 4.054 -2.988 -5.138 -0.002 0.000 -0.001 0.11
O -1.623 -0.085 1.012 0.015 -0.072 -0.032 -0.31
N -1.372 0.517 2.233 0.074 0.122 -0.022 -0.53
O -0.203 1.269 1.931 -0.057 -0.043 -0.048 -0.31
S -2.649 1.665 2.605 -0.006 -0.033 0.024 1.14
C -3.158 0.926 4.115 0.005 0.010 -0.014 -0.57
N -2.584 -0.159 4.572 0.011 -0.016 0.019 0.07
C -2.994 -0.808 5.825 0.002 0.006 0.003 -0.12
C -4.458 -0.500 6.090 0.000 -0.002 0.001 -0.14
C -4.691 1.000 6.025 -0.009 -0.010 -0.008 -0.12
N -4.147 1.517 4.759 -0.008 0.012 -0.002 0.05
H -1.833 -0.534 4.006 -0.003 0.011 -0.003 0.14
H -2.361 -0.445 6.636 -0.001 -0.003 0.001 0.14
H -2.827 -1.876 5.713 -0.007 -0.002 -0.003 0.13
H -4.740 -0.872 7.073 -0.001 0.002 0.001 0.13
H -5.083 -1.004 5.351 0.001 -0.001 0.000 0.13
H -4.207 1.514 6.857 0.003 -0.001 0.001 0.14
H -5.752 1.236 6.047 0.001 0.001 0.005 0.14
H -4.549 2.353 4.364 0.006 0.002 0.002 0.15
O -0.899 1.984 -0.809 0.045 0.033 0.055 -0.20
N -0.693 2.539 -2.010 -0.018 0.088 -0.005 -0.14
C -0.760 3.880 -2.079 -0.008 -0.005 0.022 0.02
C -0.570 4.517 -3.283 0.013 -0.045 -0.031 0.01
C -0.309 3.760 -4.418 -0.012 0.032 0.031 0.00
C -0.253 2.379 -4.311 0.008 -0.032 -0.030 0.01
C -0.452 1.778 -3.088 0.015 -0.025 -0.017 0.02
H -0.969 4.378 -1.144 -0.003 -0.009 0.005 0.16
H -0.629 5.594 -3.320 0.000 0.000 -0.004 0.13
H -0.156 4.241 -5.374 0.001 0.004 0.002 0.13
H -0.058 1.754 -5.170 0.001 -0.001 0.003 0.13
H -0.429 0.712 -2.923 -0.016 0.030 -0.007 0.12
```
Forces are in eV/Å.

Calculated values
Gap between HOMO and LUMO ... 7.73 eV
Charge ... +2
Maximum force ... 0.1 eV Å⁻¹
E ... -2970.1619 Eh
E_HOMO ... -13.77 eV


Record 2
ORCA calculation (the ωB97M-V functional and the def2-TZVPD basis) on a molecular structure, C21H25Cl3CoF3N6Si.

```
60
Properties=species:S:1:pos:R:3:forces:R:3:lowdin_charge:R:1
Co -0.559 0.030 -0.677 0.107 -0.777 -0.111 0.32
C 1.038 -3.306 3.806 0.017 -0.042 0.031 -0.03
C 0.538 -2.019 3.680 0.004 0.024 -0.029 -0.04
C 0.145 -1.549 2.438 -0.108 0.034 0.059 -0.07
C 0.244 -2.372 1.322 0.149 0.213 -0.262 -0.23
C 0.752 -3.668 1.447 0.039 -0.043 -0.091 0.00
C 1.144 -4.127 2.687 -0.019 0.010 0.016 -0.03
N -0.158 -1.874 0.026 -0.217 0.094 0.523 0.00
N -0.230 -2.765 -0.840 -0.031 0.158 -0.482 0.14
C -0.581 -2.310 -2.125 0.138 -0.370 0.336 -0.37
C -0.739 -3.246 -3.123 -0.006 -0.151 -0.224 0.04
C -1.139 -2.807 -4.376 0.050 -0.122 0.055 0.01
C -1.335 -1.450 -4.573 0.051 0.106 0.027 0.01
C -1.124 -0.578 -3.519 0.122 -0.118 -0.104 -0.09
N -0.758 -0.999 -2.303 -0.424 0.263 -0.137 -0.03
H 1.341 -3.675 4.776 0.009 0.003 -0.014 0.12
H 0.446 -1.383 4.550 -0.021 -0.008 -0.009 0.12
H -0.291 -0.571 2.348 -0.037 -0.163 0.136 0.06
H 0.840 -4.300 0.576 0.014 -0.027 0.028 0.11
H 1.536 -5.130 2.786 0.003 0.004 -0.005 0.12
H -0.562 -4.288 -2.894 -0.025 0.014 -0.024 0.14
H -1.287 -3.510 -5.184 -0.013 0.005 0.014 0.14
H -1.637 -1.059 -5.535 0.003 0.007 0.013 0.13
H -1.220 0.487 -3.668 -0.050 -0.024 -0.064 0.11
N -1.297 1.683 -1.531 0.331 0.119 0.159 -0.03
C -0.536 2.858 -2.101 0.005 0.026 -0.025 -0.16
C 0.938 2.800 -1.772 -0.085 -0.075 -0.089 -0.17
C 1.690 1.766 -2.617 0.090 0.046 0.056 -0.17
C 2.531 0.856 -1.750 -0.030 -0.129 -0.044 -0.20
N 1.631 -0.183 -1.157 0.118 0.299 -0.051 0.02
H -1.993 1.390 -2.207 -0.171 0.121 0.071 0.06
H -1.849 2.033 -0.757 -0.123 0.179 -0.119 0.01
H -0.984 3.770 -1.712 -0.073 -0.030 -0.003 0.13
H -0.679 2.866 -3.182 -0.040 -0.009 0.001 0.13
H 1.025 2.556 -0.714 0.106 0.087 0.049 0.08
H 1.383 3.787 -1.897 -0.069 0.019 -0.028 0.13
H 2.302 2.256 -3.373 0.023 0.001 0.040 0.13
H 0.982 1.131 -3.159 0.042 0.062 -0.100 0.09
H 3.007 1.418 -0.945 -0.011 0.001 0.007 0.12
H 3.328 0.378 -2.319 -0.008 -0.067 0.025 0.13
H 2.113 -0.633 -0.381 -0.021 -0.097 -0.028 0.10
H 1.544 -0.910 -1.861 0.049 -0.049 -0.002 0.09
F -0.341 3.964 4.995 0.036 -0.051 0.012 0.18
C 0.459 2.917 4.792 -0.001 0.017 -0.019 -0.59
F 1.725 3.305 4.938 -0.056 -0.014 0.013 0.18
F 0.188 1.989 5.719 0.016 0.043 -0.013 0.18
C 0.226 2.324 3.414 0.018 0.048 0.092 -0.06
C -1.058 2.239 2.906 -0.062 0.025 0.003 0.07
C -1.246 1.635 1.680 0.222 0.074 -0.009 -0.12
N -0.236 1.121 0.954 -0.125 -0.072 0.285 -0.03
C 1.006 1.238 1.453 -0.048 0.161 -0.046 -0.10
C 1.280 1.830 2.667 0.056 0.025 -0.016 0.06
H -1.905 2.632 3.451 -0.007 -0.011 -0.013 0.15
H -2.241 1.557 1.273 -0.045 0.013 0.032 0.03
H 1.811 0.845 0.858 -0.005 0.005 0.067 0.10
H 2.299 1.899 3.022 -0.002 -0.009 -0.010 0.15
Cl -3.015 -1.304 1.697 -0.090 -0.115 0.153 0.42
Si -2.819 -0.607 -0.191 0.377 0.436 -0.042 -0.56
Cl -4.072 1.026 -0.340 -0.121 0.023 -0.042 0.38
Cl -3.602 -1.962 -1.481 -0.048 -0.194 -0.045 0.42
```
Forces are in eV/Å.

Calculated values
Gap between HOMO and LUMO ... 7.36 eV
Charge ... +2
Maximum force ... 0.8 eV Å⁻¹
E ... -4495.8676 Eh
E_HOMO ... -14.99 eV


Record 3
ORCA calculation (the ωB97M-V functional and the def2-TZVPD basis) on a molecular structure, C21H25CuNPSb at a distorted geometry.

```
50
Properties=species:S:1:pos:R:3:forces:R:3:lowdin_charge:R:1
Cu 8.915 10.062 9.350 -0.912 -0.295 0.001 0.05
N 10.317 11.353 8.765 1.636 0.319 -0.394 0.02
C 11.379 11.649 9.747 -1.024 -0.158 -0.879 -0.33
C 12.328 12.584 9.495 0.658 1.083 -0.455 -0.03
C 13.171 13.048 10.492 0.408 0.891 -0.425 -0.04
C 13.113 12.515 11.774 -0.131 0.046 -1.171 -0.05
C 12.275 11.444 11.928 -1.376 -1.430 2.069 -0.07
C 11.358 11.043 10.946 0.223 -0.685 1.509 -0.33
P 10.252 9.619 11.122 -0.116 0.535 0.901 1.05
C 11.368 8.317 10.570 -2.160 0.585 0.215 -0.36
C 10.785 7.137 10.093 2.039 1.293 0.054 -0.09
C 11.550 6.228 9.428 0.771 -0.391 0.389 -0.06
C 12.925 6.465 9.283 0.131 -0.335 0.260 -0.04
C 13.456 7.637 9.798 0.702 -0.384 -0.581 -0.06
C 12.666 8.604 10.371 1.758 -0.630 -0.371 -0.10
C 10.044 9.570 12.923 0.849 -3.256 1.235 -0.35
C 10.689 8.518 13.763 -1.267 2.528 -0.837 -0.02
C 10.250 8.387 15.077 1.307 -0.959 -0.792 -0.10
C 9.307 9.200 15.589 -3.051 2.730 0.991 -0.09
C 8.727 10.254 14.864 1.515 -1.377 -1.625 -0.04
C 9.055 10.340 13.488 -0.179 0.094 1.988 -0.11
H 10.769 11.016 7.913 -0.093 -0.100 0.051 0.12
H 9.965 12.254 8.502 -0.519 0.520 -0.258 0.10
H 12.320 12.977 8.500 0.390 0.599 -0.389 0.12
H 13.843 13.893 10.282 -0.315 -0.525 0.034 0.12
H 13.690 12.962 12.551 0.336 -0.140 0.507 0.11
H 12.168 10.885 12.902 0.426 0.880 -0.997 0.13
H 9.766 7.052 10.187 -2.314 -0.590 0.320 0.07
H 11.078 5.301 9.187 0.076 -0.472 -0.653 0.11
H 13.573 5.715 8.830 -0.195 0.208 0.047 0.11
H 14.497 7.932 9.793 0.255 -0.708 -0.533 0.11
H 13.233 9.493 10.562 -0.556 0.600 0.635 0.11
H 11.534 7.956 13.405 -0.078 -0.246 -0.285 0.10
H 10.639 7.667 15.777 0.405 -0.432 -0.314 0.11
H 8.853 9.088 16.578 0.765 -0.316 -0.034 0.12
H 8.041 10.972 15.256 -0.446 0.010 0.443 0.10
H 8.472 11.046 12.959 -0.215 0.667 -0.995 0.09
C 7.438 9.117 5.821 -0.984 0.785 -1.757 -0.36
Sb 6.918 9.512 7.783 -0.355 -0.468 0.995 1.29
C 6.032 7.620 8.299 -0.397 2.072 0.545 -0.28
C 5.216 10.689 7.289 -0.359 0.748 -0.861 -0.32
H 6.633 8.610 5.181 0.990 1.075 1.025 0.06
H 8.297 8.505 5.772 1.045 -0.722 0.005 -0.02
H 7.738 10.130 5.443 -0.432 -0.979 -0.244 0.02
H 5.898 7.063 7.393 -0.687 -0.300 -0.197 0.01
H 5.169 7.968 8.907 0.072 -0.887 -0.806 0.02
H 6.699 7.139 8.960 0.762 -0.715 0.640 -0.03
H 4.657 10.236 6.428 0.176 0.005 1.212 0.04
H 5.581 11.610 6.835 0.470 0.076 -0.060 0.00
H 4.598 11.099 8.101 -0.005 -0.852 -0.159 0.02
```
Forces are in eV/Å.

Calculated values
Gap between HOMO and LUMO ... 8.70 eV
Charge ... +1
Maximum force ... 4.2 eV Å⁻¹
E ... -3091.7945 Eh
E_HOMO ... -11.23 eV


Record 4
ORCA calculation (the ωB97M-V functional and the def2-TZVPD basis) on C21H25FN2O4S in the gas phase at a distorted geometry.

```
54
Properties=species:S:1:pos:R:3:forces:R:3:lowdin_charge:R:1
C 0.759 -2.355 -3.445 -0.003 -0.130 -0.249 -0.07
O 0.797 -1.966 -2.092 0.018 0.430 0.452 -0.09
C 0.796 -0.630 -1.794 -0.010 0.026 0.084 -0.19
C 0.744 0.396 -2.724 -0.014 -0.248 0.015 0.00
C 0.739 1.718 -2.299 0.039 0.192 0.023 -0.06
C 0.811 2.003 -0.954 0.047 0.575 -0.075 -0.26
S 0.754 3.701 -0.382 -0.154 -0.021 -0.067 0.68
O 0.827 4.548 -1.540 -0.188 -0.293 -0.050 -0.29
O 1.729 3.866 0.656 -0.160 -0.267 0.155 -0.27
N -0.742 3.843 0.284 1.010 0.093 -0.393 -0.24
C -0.952 3.834 1.708 0.166 -0.247 0.776 -0.19
C -1.678 2.593 2.237 -0.108 0.303 -0.130 -0.17
C -2.960 2.255 1.476 0.202 -0.244 0.039 -0.19
C -2.680 1.723 0.068 -0.179 0.130 -0.079 -0.19
C -2.594 2.798 -1.021 0.070 0.010 0.144 -0.17
C -1.861 4.076 -0.585 -0.419 -0.093 -0.707 -0.19
C 0.880 0.998 -0.008 0.109 -0.208 0.091 0.01
C 0.854 -0.325 -0.416 -0.057 0.286 -0.121 -0.13
N 0.882 -1.404 0.467 0.160 -0.279 -0.421 0.17
C 0.519 -1.408 1.777 0.054 -0.480 0.014 -0.44
O 0.213 -0.424 2.408 -0.091 0.287 0.236 0.08
C 0.560 -2.798 2.421 -0.167 0.176 0.064 -0.03
C 0.560 -3.933 1.445 -0.204 -0.182 0.056 -0.19
C 1.719 -4.627 1.114 -0.152 -0.019 -0.031 -0.03
C 1.699 -5.653 0.185 0.124 -0.081 -0.073 -0.08
C 0.514 -6.007 -0.437 0.029 0.037 0.037 -0.08
C -0.657 -5.335 -0.129 -0.123 0.133 0.080 0.00
C -0.615 -4.314 0.801 0.196 -0.091 -0.015 -0.23
F -1.758 -3.657 1.093 0.155 -0.020 -0.001 0.08
H -0.158 -2.013 -3.933 0.033 0.009 0.026 0.10
H 1.629 -1.980 -3.993 -0.034 0.003 0.027 0.10
H 0.780 -3.444 -3.435 -0.005 0.080 -0.061 0.09
H 0.698 0.181 -3.779 -0.001 -0.053 -0.086 0.11
H 0.692 2.532 -3.003 -0.007 0.054 -0.147 0.12
H -1.525 4.732 1.977 0.088 -0.035 -0.077 0.13
H 0.037 3.909 2.161 -0.179 0.095 0.174 0.11
H -1.016 1.727 2.207 0.042 -0.032 0.042 0.08
H -1.920 2.782 3.285 0.066 -0.014 0.068 0.11
H -3.615 3.127 1.427 -0.156 0.061 0.059 0.11
H -3.485 1.482 2.040 -0.070 0.072 0.010 0.11
H -3.468 1.022 -0.219 0.071 -0.058 -0.017 0.11
H -1.744 1.162 0.094 -0.027 -0.085 -0.016 0.09
H -3.601 3.086 -1.333 -0.018 0.002 -0.086 0.11
H -2.089 2.366 -1.887 -0.070 0.037 -0.079 0.10
H -2.556 4.747 -0.071 0.135 -0.005 0.018 0.13
H -1.476 4.596 -1.466 -0.274 0.087 0.067 0.11
H 0.956 1.251 1.035 -0.012 -0.105 0.127 0.11
H 1.029 -2.297 0.012 -0.050 0.112 0.171 0.13
H 1.455 -2.832 3.046 -0.047 -0.003 -0.008 0.13
H -0.309 -2.855 3.080 0.115 0.081 -0.015 0.13
H 2.646 -4.356 1.597 0.091 0.050 0.068 0.12
H 2.611 -6.177 -0.052 0.083 -0.049 -0.021 0.10
H 0.497 -6.807 -1.161 -0.009 -0.077 -0.065 0.11
H -1.595 -5.590 -0.595 -0.114 -0.007 -0.035 0.12
```
Forces are in eV/Å.

Calculated values
Gap between HOMO and LUMO ... 9.01 eV
Charge ... 0
Maximum force ... 1.1 eV Å⁻¹
E ... -1723.7642 Eh
E_HOMO ... -8.52 eV
SMILES ... COc1ccc(S(=O)(=O)N2CCCCCC2)cc1NC(=O)Cc1ccccc1F